{
  "formula": "C3H12NS",
  "method": "ωB97M-V/def2-TZVPD",
  "species": ["C", "N", "H", "H", "H", "H", "H", "H", "C", "C", "S", "H", "H", "H", "H", "H", "H"],
  "coordinates": [[-2.096, -0.667, -1.980], [-0.977, 0.300, -2.164], [-2.819, -0.571, -2.785], [-2.561, -0.496, -1.022], [-1.689, -1.677, -1.987], [-0.546, 0.192, -3.084], [-1.335, 1.254, -2.129], [-0.197, 0.190, -1.458], [2.236, 0.601, 2.285], [0.797, 0.255, 1.893], [0.807, -0.546, 0.277], [2.846, -0.296, 2.301], [2.675, 1.312, 1.586], [2.252, 1.089, 3.260], [0.172, 1.140, 1.872], [0.391, -0.463, 2.594], [0.046, -1.619, 0.541]],
  "nbo_charge": [-0.425, -0.700, 0.242, 0.238, 0.236, 0.434, 0.435, 0.445, -0.616, -0.501, -0.070, 0.225, 0.213, 0.235, 0.221, 0.237, 0.151],
  "spin_multiplicity": 1,
  "de_lowest_kcal_mol": 3.4,
  "homo_energy_ev": -13.4,
  "total_charge": 1,
  "fmax_ha_per_bohr": 0.015,
  "orbital_gap_ev": 9.9
}